Entry 1:
Density functional theory data (ωB97M-V/def2-TZVPD) for a cluster of 8 separate species, C25H43Cl28N5O3PS in total at a distorted geometry.

```
106
Properties=species:S:1:pos:R:3:lowdin_charge:R:1
C 3.789 1.002 -3.301 -0.158
C 3.028 0.574 -2.000 -0.221
C 1.924 -0.544 -2.264 -0.153
C 0.528 0.151 -1.987 -0.209
N 0.288 0.339 -0.542 0.008
N -0.931 -0.138 -0.013 -0.176
C -1.180 -1.630 -0.240 -0.173
N 0.015 -2.458 -0.209 0.081
C -2.148 0.479 -0.658 -0.058
C -2.439 1.939 -0.232 -0.344
N -3.576 2.389 -1.087 0.072
N -2.701 2.036 1.201 -0.093
C -4.034 2.523 1.545 -0.259
O -4.055 2.747 2.955 -0.196
C -4.332 4.135 3.225 -0.080
C -2.303 0.854 1.973 -0.590
S -3.650 -0.346 2.342 0.807
C -0.902 0.240 1.466 -0.377
C -0.575 -0.903 2.469 -0.182
C 0.915 -1.401 2.548 -0.204
C 0.959 -2.752 3.359 -0.185
C 1.563 -2.465 4.790 -0.149
C 1.115 -3.501 5.868 -0.236
O 0.679 -4.738 5.319 -0.183
C 0.409 -5.629 6.415 -0.260
C -0.839 -6.481 5.973 -0.074
P 0.230 1.747 1.800 0.836
O 1.709 1.435 1.821 -0.440
H 3.305 1.847 -3.839 0.062
H 3.979 0.183 -4.006 -0.040
H 4.792 1.382 -2.997 0.073
H 2.551 1.490 -1.585 0.103
H 3.791 0.174 -1.300 0.109
H 1.946 -0.738 -3.353 0.080
H 2.065 -1.436 -1.630 0.097
H -0.266 -0.365 -2.563 0.107
H 0.628 1.162 -2.444 0.081
H 1.077 -0.130 -0.084 0.106
H -1.950 -2.052 0.428 0.113
H -1.604 -1.702 -1.266 0.138
H 0.003 -3.090 0.589 0.088
H -0.021 -3.056 -1.029 0.102
H -2.124 0.447 -1.763 0.136
H -2.996 -0.196 -0.397 0.125
H -1.564 2.559 -0.563 0.131
H -3.605 3.403 -0.983 0.084
H -3.273 2.251 -2.051 0.085
H -4.228 3.521 1.086 0.115
H -4.873 1.874 1.215 0.111
H -5.338 4.350 2.806 0.102
H -4.376 4.296 4.316 0.100
H -3.542 4.753 2.737 0.064
H -2.020 1.269 2.968 0.084
H -3.328 -1.628 2.005 -0.124
H -0.792 -0.480 3.480 0.138
H -1.221 -1.802 2.412 0.081
H 1.461 -0.660 3.173 0.093
H 1.456 -1.435 1.586 0.091
H -0.071 -3.142 3.553 0.106
H 1.490 -3.566 2.828 0.115
H 1.138 -1.483 5.102 0.110
H 2.660 -2.372 4.675 0.119
H 0.343 -3.036 6.530 0.126
H 1.994 -3.701 6.531 0.127
H 1.259 -6.328 6.570 0.124
H 0.147 -5.089 7.345 0.114
H -1.685 -5.797 5.775 0.072
H -0.551 -6.941 5.001 0.075
H -1.072 -7.284 6.698 0.076
H -0.001 2.767 0.821 0.032
H -0.151 2.323 3.052 0.058
C 6.817 -1.943 -5.248 -2.021
Cl 7.916 -3.073 -4.442 0.533
Cl 5.144 -2.321 -4.788 0.516
Cl 7.195 -0.284 -4.747 0.515
Cl 6.988 -2.096 -7.005 0.500
C -6.714 -2.115 0.093 -2.023
Cl -6.621 -2.168 1.861 0.526
Cl -8.277 -2.752 -0.439 0.541
Cl -6.536 -0.439 -0.459 0.520
Cl -5.406 -3.100 -0.593 0.473
C -2.600 8.167 1.674 -2.024
Cl -2.954 9.773 1.018 0.530
Cl -3.441 6.938 0.708 0.506
Cl -0.854 7.870 1.614 0.484
Cl -3.159 8.079 3.353 0.533
C 2.102 10.252 0.396 -2.031
Cl 0.383 10.675 0.295 0.488
Cl 2.927 10.778 -1.080 0.529
Cl 2.826 11.056 1.798 0.531
Cl 2.273 8.493 0.572 0.492
C 10.962 -1.881 -7.448 -2.023
Cl 12.306 -0.929 -8.100 0.531
Cl 10.159 -2.751 -8.767 0.516
Cl 11.581 -3.045 -6.264 0.521
Cl 9.798 -0.800 -6.659 0.475
C -5.592 -5.957 -3.645 -2.040
Cl -4.218 -4.951 -4.148 0.498
Cl -6.251 -6.801 -5.055 0.537
Cl -5.046 -7.143 -2.446 0.521
Cl -6.843 -4.928 -2.929 0.486
C 1.244 1.049 -6.618 -2.011
Cl 2.653 0.093 -6.127 0.564
Cl 0.198 0.073 -7.662 0.537
Cl 0.334 1.549 -5.178 0.536
Cl 1.784 2.487 -7.497 0.547
```

Values from the calculation:
Maximum force: 3.31 eV Å⁻¹
Kohn-Sham gap: 0.3371 hartree
Spin multiplicity: 1
Relative energy (zero: lowest compared OMol25 entry of this formula, charge and spin): 0.00 kcal/mol
Net charge: +1
E_LUMO: -2.389 eV

Entry 2:
Density functional theory data (ωB97M-V/def2-TZVPD) for a structure of composition C29H38N2OP2RuSi at a distorted geometry.

```
74
Properties=species:S:1:pos:R:3:lowdin_charge:R:1
C 0.899 -1.748 -3.963 -0.049
C 0.575 -0.525 -3.372 -0.218
C -0.776 -0.164 -3.333 -0.211
C -1.777 -0.866 -4.043 -0.166
C -1.414 -2.098 -4.640 -0.007
C -0.096 -2.531 -4.572 -0.068
C -3.025 -0.197 -4.086 0.045
C -3.466 0.549 -2.965 -0.167
C -2.426 1.221 -2.283 -0.216
C -2.658 2.161 -1.276 -0.220
C -3.968 2.295 -0.811 -0.042
C -5.010 1.552 -1.391 -0.064
C -4.782 0.705 -2.468 -0.004
H 1.937 -2.082 -3.963 0.113
H -2.188 -2.687 -5.135 0.118
H 0.187 -3.490 -5.010 0.108
H -3.794 -0.630 -4.722 0.127
H -4.174 2.986 0.008 0.116
H -6.018 1.658 -0.985 0.109
H -5.589 0.139 -2.937 0.119
N -1.165 1.128 -2.913 0.077
Ru 0.600 0.463 0.507 0.631
C 1.583 0.460 -2.815 -0.257
H 1.094 1.442 -2.736 0.076
H 2.470 0.531 -3.462 0.098
C -1.479 2.973 -0.777 -0.249
H -0.681 2.928 -1.532 0.075
H -1.768 4.018 -0.596 0.099
P 2.149 0.106 -1.085 0.758
P -0.673 2.314 0.762 0.747
C -2.039 1.906 1.899 -0.238
H -1.636 1.360 2.762 0.023
H -2.536 2.823 2.244 0.058
H -2.767 1.270 1.382 0.042
C 0.050 3.836 1.466 -0.258
H -0.735 4.596 1.583 0.052
H 0.504 3.631 2.442 0.027
H 0.823 4.221 0.787 0.057
C 2.702 -1.628 -1.086 -0.233
H 3.746 -1.690 -1.421 0.058
H 2.625 -2.017 -0.063 0.024
H 2.067 -2.228 -1.747 0.029
C 3.715 1.051 -1.052 -0.261
H 4.346 0.690 -0.231 0.042
H 4.246 0.924 -2.005 0.050
H 3.501 2.116 -0.899 0.050
C -0.793 -0.451 -0.256 -0.373
O -1.695 -1.066 -0.692 0.061
H -1.661 1.280 -3.878 0.184
C 2.496 1.619 1.959 -0.241
Si 1.865 0.240 3.068 0.359
C 3.307 -0.625 3.898 -0.166
C 0.680 0.904 4.359 -0.168
N 1.051 -0.918 2.021 -0.193
C 0.587 -2.167 2.282 -0.323
C 0.249 -3.075 1.231 0.045
C -0.098 -4.392 1.512 0.021
C -0.169 -4.841 2.835 -0.054
C 0.114 -3.959 3.885 0.012
C 0.475 -2.643 3.627 0.048
H 2.433 2.545 2.547 0.039
H 1.976 1.848 0.983 -0.058
H 3.545 1.416 1.711 0.029
H 3.819 0.080 4.568 0.042
H 2.979 -1.488 4.492 0.024
H 4.030 -0.980 3.152 0.037
H 0.121 1.784 4.014 0.011
H -0.041 0.135 4.668 0.028
H 1.265 1.193 5.244 0.043
H 0.306 -2.725 0.198 0.098
H -0.320 -5.066 0.684 0.138
H -0.444 -5.875 3.048 0.117
H 0.055 -4.296 4.921 0.136
H 0.691 -1.952 4.448 0.107
```

Values from the calculation:
Maximum force: 4.31 eV Å⁻¹
Kohn-Sham gap (alpha / beta): 0.1816 / 0.1251 hartree
Spin multiplicity: 6
Relative energy (zero: lowest compared OMol25 entry of this formula, charge and spin): 95.56 kcal/mol
Net charge: +1
E_LUMO (alpha / beta): -2.838 / -7.357 eV